Record 1
DFT (ωB97M-V with the def2-TZVPD basis set) results for C4H8O in the gas phase.

Structure (ORCA input):
```
! wB97M-V def2-TZVPD RIJCOSX def2/J DEFGRID3
* xyz 0 1
C -1.75 -0.12 0.22
O -0.81 -1.15 0.21
C 0.52 -0.79 -0.03
C 0.96 0.36 -0.89
C 1.21 0.38 0.60
H -1.60 0.57 1.07
H -2.73 -0.59 0.33
H -1.74 0.46 -0.71
H 1.10 -1.70 -0.11
H 1.79 0.19 -1.57
H 0.22 1.06 -1.27
H 2.22 0.25 0.96
H 0.62 1.09 1.18
*
```

Gap between HOMO and LUMO ... 10.35 eV
LUMO energy ... 1.16 eV
Largest force on an atom ... 0.31 eV/A
Calculated total energy ... -232.38526 a.u.
Relative energy (zero: lowest compared OMol25 entry of this formula, charge and spin) ... 37.9 kcal/mol
E_HOMO ... -0.3380 hartree
SMILES ... COC1CC1

***

Record 2
DFT (ωB97M-V with the def2-TZVPD basis set) results for C4H8O in the gas phase in a non-equilibrium geometry.

Structure (ORCA input):
```
! wB97M-V def2-TZVPD RIJCOSX def2/J DEFGRID3
* xyz 0 1
C -0.52 1.61 -0.41
O 0.50 1.01 -1.05
C 0.73 -0.26 -0.97
C 0.03 -0.46 1.28
C -0.05 -1.17 -0.07
H -1.49 1.14 -0.43
H -0.50 2.68 -0.54
H -0.15 0.73 1.02
H 1.70 -0.53 -1.39
H 0.98 -0.69 1.79
H -0.82 -0.66 1.93
H 0.42 -2.16 -0.10
H -1.09 -1.30 -0.40
*
```

Gap between HOMO and LUMO (spin up / spin down) ... 7.66 / 8.16 eV
LUMO energy (spin up / spin down) ... 0.61 / 0.86 eV
Largest force on an atom ... 2.45 eV/A
Calculated total energy ... -232.29338 a.u.
Relative energy (zero: lowest compared OMol25 entry of this formula, charge and spin) ... 95.5 kcal/mol
E_HOMO (spin up / spin down) ... -0.2590 / -0.2681 hartree

***

Record 3
DFT (ωB97M-V with the def2-TZVPD basis set) results for C4H8O in the gas phase in a non-equilibrium geometry.

Structure (ORCA input):
```
! wB97M-V def2-TZVPD RIJCOSX def2/J DEFGRID3
* xyz 0 1
C 1.95 -0.22 -0.13
C 0.59 0.29 -0.43
C -0.59 -0.20 0.20
C -1.91 0.57 0.20
O -2.80 -0.36 -0.38
H 2.24 -0.47 0.88
H 2.09 -1.11 -0.80
H 2.77 0.49 -0.48
H 0.68 1.27 -0.81
H -0.58 -1.18 0.60
H -1.74 1.62 -0.39
H -2.37 0.88 1.14
H -2.25 -1.13 -0.66
*
```

Gap between HOMO and LUMO ... 10.25 eV
LUMO energy ... 1.05 eV
Largest force on an atom ... 5.05 eV/A
Calculated total energy ... -232.36820 a.u.
Relative energy (zero: lowest compared OMol25 entry of this formula, charge and spin) ... 48.6 kcal/mol
E_HOMO ... -0.3381 hartree
SMILES ... C/C=C/CO

***

Which of these has the highest calculated total energy?
number 2

***

The lowest calculated total energy belongs to which entry?
number 1

***

Which value of largest force on an atom does entry 1 give?
0.31 eV/A

***

What is the relative energy (zero: lowest compared OMol25 entry of this formula, charge and spin) in the second record?
95.5 kcal/mol